No. 1
The following is a quantum chemistry calculation of a single C29H31FN4O4 molecule, from the Open Molecules 2025 dataset.

Values from the calculation:
energy relative to the best compared isomer or geometry (same formula, charge and spin): 0.0 kcal/mol
Kohn-Sham gap: 8.981 eV
SMILES: O=C(CCCC(=O)N(c1cccc(F)c1)[C@@H](C(=O)NC1CCCC1)c1ccc(O)cc1)Nc1ccccn1
net charge: 0
maximum force: 0.80 eV/Å
highest occupied orbital energy: -8.5 eV

Cartesian coordinates (Å):
O 4.71019 1.03370 -0.13825
C 3.66985 0.88279 0.45791
C 3.09181 1.90182 1.41344
C 2.32310 2.98687 0.63995
C 1.33803 2.43640 -0.39407
C 0.30278 1.50189 0.21357
O 0.15547 1.37395 1.41394
N -0.39542 0.76974 -0.68589
C -0.34967 1.01944 -2.08342
C 0.32632 0.13945 -2.91953
C 0.33996 0.35361 -4.28677
C -0.32336 1.43778 -4.83450
C -1.00045 2.29601 -3.98638
F -1.65359 3.35045 -4.50798
C -1.02856 2.10773 -2.61755
C -1.50658 -0.10752 -0.28805
C -1.29834 -0.70380 1.13133
O -2.09790 -0.54096 2.02231
N -0.20927 -1.49188 1.18811
C 0.26251 -2.14050 2.40004
C -0.74023 -3.17014 2.95651
C -0.61617 -3.04798 4.47163
C -0.45221 -1.54424 4.66528
C 0.51867 -1.14386 3.55422
C -2.81085 0.63654 -0.39602
C -3.73004 0.31748 -1.38721
C -4.91204 1.01943 -1.50751
C -5.19318 2.05863 -0.62599
O -6.36788 2.72736 -0.77282
C -4.27473 2.38427 0.36540
C -3.09149 1.67964 0.47693
N 2.85706 -0.21583 0.30913
C 2.98534 -1.26673 -0.58154
C 4.12640 -1.50080 -1.35244
C 4.12225 -2.58781 -2.20410
C 3.00260 -3.40938 -2.26722
C 1.92215 -3.09234 -1.46639
N 1.90737 -2.04818 -0.65130
H 3.91304 2.37724 1.95079
H 2.42305 1.42555 2.12894
H 3.03744 3.62614 0.11846
H 1.77898 3.59402 1.36444
H 0.80850 3.27422 -0.85449
H 1.87170 1.91353 -1.19122
H 0.83915 -0.70837 -2.49286
H 0.87104 -0.32995 -4.93090
H -0.32595 1.62134 -5.89673
H -1.57916 2.78572 -1.98483
H -1.50530 -0.94834 -0.99413
H 0.38253 -1.61309 0.36759
H 1.19470 -2.63948 2.11757
H -1.74429 -2.87729 2.65323
H -0.53952 -4.17609 2.58932
H 0.27413 -3.57446 4.82327
H -1.48456 -3.44842 4.99208
H -0.08323 -1.28023 5.65542
H -1.40986 -1.05302 4.49774
H 0.34497 -0.12273 3.22154
H 1.55113 -1.23122 3.89775
H -3.52017 -0.49028 -2.07443
H -5.63141 0.77843 -2.27358
H -6.44724 3.40206 -0.08758
H -4.49183 3.18991 1.05456
H -2.38645 1.92952 1.25330
H 1.99697 -0.23412 0.84514
H 4.97330 -0.84151 -1.27399
H 4.98846 -2.79761 -2.81358
H 2.97250 -4.26789 -2.91820
H 1.01753 -3.68659 -1.46940

Force components x, y, z for each atom (eV/Å):
O 0.269 0.080 -0.230
C -0.183 0.127 0.475
C 0.104 0.211 -0.011
C -0.169 -0.186 -0.023
C 0.143 0.216 0.362
C 0.475 0.311 -0.464
O -0.109 0.273 0.320
N -0.215 -0.475 -0.083
C 0.146 0.142 -0.554
C -0.024 0.005 0.118
C -0.048 0.026 0.030
C -0.129 0.173 0.014
C 0.133 -0.124 0.045
F 0.019 -0.039 0.017
C 0.018 -0.020 -0.119
C -0.362 0.157 0.385
C 0.271 -0.325 -0.679
O -0.231 0.045 0.443
N 0.174 -0.227 -0.106
C -0.213 0.054 0.058
C 0.090 -0.147 0.042
C -0.120 0.034 -0.052
C 0.135 -0.030 0.127
C -0.072 0.100 0.083
C 0.002 -0.247 -0.089
C 0.166 0.057 0.243
C -0.346 0.288 0.051
C 0.297 -0.209 -0.031
O -0.200 0.107 -0.008
C -0.038 0.079 -0.039
C -0.076 -0.015 -0.093
N -0.252 -0.072 0.203
C 0.159 -0.311 -0.411
C 0.108 0.073 0.002
C -0.261 -0.022 0.113
C 0.025 -0.005 -0.042
C 0.119 -0.175 -0.169
N 0.147 0.208 0.151
H 0.021 -0.125 -0.025
H 0.051 0.011 0.000
H -0.034 0.024 0.032
H 0.061 0.043 -0.019
H 0.030 -0.058 -0.105
H -0.078 0.072 -0.070
H 0.054 -0.065 0.080
H 0.054 -0.056 -0.066
H -0.016 0.047 -0.112
H -0.089 0.079 0.075
H 0.001 0.131 0.109
H -0.162 0.058 0.048
H -0.076 0.052 -0.007
H -0.007 -0.032 -0.030
H -0.028 -0.045 -0.065
H 0.030 -0.050 0.069
H 0.006 -0.087 0.064
H -0.037 0.046 0.064
H -0.028 0.035 0.037
H 0.115 0.026 -0.002
H 0.047 0.013 0.018
H 0.033 -0.085 -0.074
H -0.091 -0.031 -0.103
H 0.045 -0.104 -0.085
H -0.022 0.074 0.068
H 0.068 0.015 0.118
H 0.069 0.043 0.030
H 0.018 0.028 0.019
H 0.076 0.001 -0.037
H -0.029 -0.085 -0.052
H -0.032 -0.112 -0.059



No. 2
The following is a quantum chemistry calculation of a 2-piece molecular cluster, C14H16O overall, from the Open Molecules 2025 dataset.

Values from the calculation:
spin multiplicity: 2
energy relative to the best compared isomer or geometry (same formula, charge and spin): 69.5 kcal/mol
Kohn-Sham gap (alpha / beta): 7.372 / 3.719 eV
⟨S²⟩: 0.769
net charge: +1
maximum force: 4.23 eV/Å
highest occupied orbital energy (alpha / beta): -11.6 / -11.6 eV

Cartesian coordinates (Å):
C 0.46953 -1.41570 1.49649
C -1.82543 -1.79147 -1.51903
C -0.87040 -1.26001 -0.62450
C -2.48469 -2.96938 -1.24354
C -0.40973 -2.00713 0.50641
C -1.98233 -3.78538 -0.17852
C -0.96514 -3.24741 0.65699
O -3.25389 -3.63628 -2.17154
H -2.17804 -1.13544 -2.42444
H -0.30949 -0.30011 -0.81896
H -2.84429 -3.39226 -3.04983
H -2.54880 -4.73953 0.03533
H 0.82497 -2.03132 2.31489
H -0.10065 -0.46475 1.97443
H -0.73226 -3.73987 1.58043
H 1.45144 -1.00457 1.13037
C 4.02822 2.67411 0.69366
C 1.63947 3.05042 1.72044
C 2.45592 2.75911 0.66460
C 0.20172 3.04516 1.40368
C 1.98077 2.69376 -0.65056
C -0.16412 3.22525 0.12413
C 0.61743 2.83792 -0.90154
H 1.84024 2.97138 2.79875
H -0.55028 3.39028 2.08691
H 4.36972 2.38473 -0.34165
H 4.41039 1.93337 1.49849
H 2.64874 2.35268 -1.42676
H -1.19025 3.54271 -0.10478
H 0.24175 2.82658 -1.89253
H 4.55059 3.64087 1.11931

Force components x, y, z for each atom (eV/Å):
C 0.720 2.949 1.510
C 0.334 4.060 -0.824
C 0.114 0.462 -1.893
C 0.648 -2.611 -1.633
C -0.618 0.456 -0.867
C -0.211 0.309 2.243
C -2.177 -2.312 -0.008
O 1.860 1.480 0.382
H 0.851 -1.413 1.785
H -1.081 -0.948 -0.020
H -1.202 -0.165 0.801
H 1.091 1.092 -0.192
H -0.648 -0.515 0.083
H 1.282 -1.948 -1.057
H 0.218 -0.724 0.049
H -1.135 -0.021 -0.355
C 0.492 0.201 2.201
C -3.726 -1.931 0.552
C 3.423 0.720 -0.892
C 2.788 2.436 1.701
C -1.432 -1.156 0.222
C -3.225 -0.583 -0.613
C 2.669 0.489 -1.081
H 0.670 0.382 -0.708
H 0.081 -0.338 0.959
H 0.035 0.467 1.425
H -0.736 0.690 -1.548
H 0.084 0.291 -0.163
H 0.272 -0.292 0.205
H -0.224 -0.013 -0.865
H -1.215 -1.516 -1.400



No. 3
The following is a quantum chemistry calculation of C5H11N3O as an isolated structure, from the Open Molecules 2025 dataset.

Values from the calculation:
energy relative to the best compared isomer or geometry (same formula, charge and spin): 142.6 kcal/mol
Kohn-Sham gap: 10.109 eV
net charge: 0
maximum force: 7.86 eV/Å
highest occupied orbital energy: -9.2 eV

Cartesian coordinates (Å):
C 2.57566 -0.37529 -0.43131
C 1.78750 -0.61170 0.92579
C -0.36079 -0.17273 -0.06392
C -0.48678 1.37607 0.14203
C -2.71744 -0.66348 -0.27346
H 2.17759 -1.42431 -1.16637
H 1.90679 0.40176 -0.92257
H 3.83014 -0.41103 -0.39935
H 2.02631 -1.63194 1.47027
H 1.62608 0.41804 1.52487
H -0.28534 1.56325 1.16569
H -1.62923 1.52929 0.00188
H 1.29728 1.87581 -0.28842
H -1.09194 -1.81098 -1.34092
H -3.48181 -1.20827 -0.71176
H -3.88826 0.65100 0.85398
N 0.63288 -1.04880 0.24760
N -1.44171 -0.80474 -0.99258
N -2.88915 0.13971 0.78768
O 0.41223 2.20833 -0.52914

Force components x, y, z for each atom (eV/Å):
C 1.263 -3.222 -1.226
C 0.717 -0.130 -0.232
C 2.603 -3.710 -1.436
C -2.021 -1.555 0.362
C 1.813 2.395 1.819
H 1.722 3.139 2.233
H 2.095 -0.517 0.090
H -3.677 0.779 -0.255
H 0.534 2.758 -0.295
H 0.709 -2.541 -0.803
H -0.374 -0.181 1.482
H 2.490 0.619 -0.277
H -0.480 0.631 -0.207
H -1.373 2.861 1.379
H -1.638 -0.823 -1.141
H 2.486 -2.574 -0.154
N -7.129 3.209 -0.833
N 0.818 -0.528 3.635
N -1.155 -0.262 -3.112
O 0.597 -0.349 -1.031



Question: energy relative to the best compared isomer or geometry (same formula, charge and spin) of number 3 (C5H11N3O)?
Answer: 142.6 kcal/mol



Question: What is the formula in the first record?
Answer: C29H31FN4O4



Question: Which of these has the lowest maximum force?
Answer: C29H31FN4O4